<a>
The following is a DFT calculation (the ωB97M-V functional and the def2-TZVPD basis) of a 2-piece molecular cluster, C3H10N3 overall.

Positions of all 16 atoms, in Å:
C -0.52479 1.58760 1.74912
N 0.36618 0.67232 1.81295
H -1.49997 1.27446 1.34826
H -0.34397 2.57338 2.17661
H 1.02573 0.79419 2.58242
H 0.11929 -0.30762 1.21349
C 0.60976 -0.20946 -1.25701
C -0.35182 -1.09953 -0.88536
N -0.75698 -1.24081 0.54747
N 0.92834 0.28032 -2.53943
H 1.16478 0.34637 -0.50269
H -0.87022 -1.71865 -1.62723
H -0.82294 -2.22749 0.75168
H -1.75514 -0.91930 0.47843
H 0.84096 -0.48171 -3.27965
H 1.87079 0.67592 -2.56905

Results
E_LUMO, hartree: -0.171
Orbital gap, eV: 7.696
HOMO level, eV: -12.347
2S+1: 1
Total charge: +1

Atom-resolved charges from Mulliken, all expressed in e: -0.127 -0.192 0.215 0.297 0.258 0.396 -0.144 -0.334 -0.594 -0.509 0.242 0.334 0.275 0.320 0.288 0.273

***

<b>
The following is a DFT calculation (the ωB97M-V functional and the def2-TZVPD basis) of a 2-piece molecular cluster, C3H10N3 overall.

Positions of all 16 atoms, in Å:
C 2.62015 0.05978 -0.65671
C 1.44677 -0.29442 0.37240
C 0.33242 0.42051 0.04679
N -0.78879 -0.17433 -0.24726
N -3.45183 0.05896 0.13666
N 2.72726 0.36332 0.69528
H 3.15412 -0.67336 -1.19086
H 2.29008 0.81773 -1.22178
H 1.33497 -1.35365 0.56527
H 0.43987 1.50814 -0.11110
H -0.72395 -1.22469 -0.10957
H -1.53089 0.16771 -0.84758
H -3.43815 -0.41005 1.06984
H -3.28110 1.04562 0.36890
H 3.33248 -0.24467 1.22437
H -4.46341 -0.06661 -0.09465

Results
E_LUMO, hartree: -0.165
Orbital gap, eV: 9.688
HOMO level, eV: -14.185
2S+1: 1
Total charge: +1

Atom-resolved charges from Mulliken, all expressed in e: -0.439 -0.137 0.066 -0.325 -0.788 -0.430 0.328 0.268 0.333 0.420 0.217 0.387 0.270 0.270 0.297 0.261

***

<c>
The following is a DFT calculation (the ωB97M-V functional and the def2-TZVPD basis) of C3H10N3 as an isolated structure.

Positions of all 16 atoms, in Å:
C 2.22162 0.08682 -0.29110
C 1.38668 1.29638 -0.29208
C 0.88583 -0.01332 0.12372
N -2.34634 0.57905 -0.05469
N -0.20514 -0.64716 0.35209
N -0.25027 -1.99294 0.45835
H 2.64179 -0.34853 -1.22830
H 3.08625 -0.03398 0.35647
H 1.61987 2.13857 0.52438
H 0.99770 1.80144 -1.16026
H -2.38244 1.11605 -0.93711
H -2.78059 1.24294 0.66741
H -1.34190 0.12012 0.29262
H -1.05071 -2.45725 0.81034
H -2.93974 -0.28501 -0.00822
H 0.45736 -2.60319 0.38637

Results
E_LUMO, hartree: -0.122
Orbital gap, eV: 9.674
HOMO level, eV: -12.992
2S+1: 1
Total charge: +1

Atom-resolved charges from Mulliken, all expressed in e: -0.408 -0.564 0.297 -0.641 -0.044 -0.494 0.236 0.248 0.201 0.277 0.326 0.373 0.466 0.186 0.369 0.169

***

<d>
The following is a DFT calculation (the ωB97M-V functional and the def2-TZVPD basis) of a 2-piece molecular cluster, C3H10N3 overall.

Positions of all 16 atoms, in Å:
C -2.10686 0.06607 1.54936
N -1.15726 -0.71186 1.26944
H -2.10602 0.50984 2.55586
H -2.83517 0.26440 0.79496
H -0.79513 -0.81645 0.28467
H -0.61812 -1.15507 1.98436
C 0.03911 -0.02373 -1.85406
N 0.73445 -0.52300 -0.67481
C 1.48543 0.50055 -0.04775
N 2.40578 0.28185 0.82167
H -0.15396 -0.84421 -2.55416
H -0.93687 0.42709 -1.60346
H 0.62477 0.70526 -2.45878
H 1.32554 -1.34497 -0.75374
H 1.26873 1.50199 -0.44147
H 2.82557 1.16223 1.12789

Results
E_LUMO, hartree: -0.196
Orbital gap, eV: 8.353
HOMO level, eV: -13.690
2S+1: 1
Total charge: +1

Atom-resolved charges from Mulliken, all expressed in e: -0.091 -0.036 0.277 0.287 0.279 0.294 -0.880 -0.485 0.041 -0.604 0.337 0.239 0.404 0.265 0.382 0.289

***

We find <d> to be the most stable, with the next structure 11.2 kJ/mol higher.

***

<a>
The following is a DFT calculation (the ωB97M-V functional and the def2-TZVPD basis) of C3H5NO3 as an isolated structure.

Positions of all 12 atoms, in Å:
O -2.49829 -0.23942 0.04330
C -1.32123 -0.03497 0.16474
N -0.05711 -0.36761 -1.16439
C 1.15878 0.29638 -0.97244
O 2.21784 -0.53408 -1.11500
O 1.38335 1.40476 -0.52827
C -0.59745 0.21027 1.40477
H -0.87743 -0.22174 -1.75064
H 1.63126 -1.34386 -1.31057
H -0.27251 -0.72842 1.90166
H 0.35627 0.78650 1.13125
H -1.12347 0.77219 2.19559

Results
E_LUMO, hartree: 0.006
Orbital gap, eV: 10.474
HOMO level, eV: -10.322
2S+1: 1

Atom-resolved charges from Mulliken, all expressed in e: -0.433 0.664 -0.576 0.729 -0.461 -0.581 -0.863 0.292 0.364 0.260 0.292 0.314

***

<b>
The following is a DFT calculation (the ωB97M-V functional and the def2-TZVPD basis) of an isolated molecule of C3H5NO3.

Positions of all 12 atoms, in Å:
C -0.45767 1.55213 -1.32566
O -0.17283 0.17469 -0.99366
C 0.73340 -0.11259 -0.04470
O 1.44433 0.69449 0.53515
C 0.67597 -1.54371 0.34156
N -0.00406 -1.91928 1.29041
O -0.62721 -0.85211 1.95390
H -0.89189 1.48977 -2.30800
H 0.47860 2.04756 -1.20294
H -1.23639 1.91225 -0.68152
H 1.27802 -2.21922 -0.22518
H -1.22026 -1.22400 2.66064

Results
E_LUMO, hartree: 0.030
Orbital gap, eV: 10.916
HOMO level, eV: -10.113
2S+1: 1
SMILES: COC(=O)/C=N\O

Atom-resolved charges from Mulliken, all expressed in e: -0.601 -0.309 0.944 -0.566 -0.236 -0.385 -0.391 0.205 0.352 0.251 0.376 0.359

***

We find <a> to be the most stable, with the next structure 55.0 kJ/mol higher.

***

<a>
The following is a DFT calculation (the ωB97M-V functional and the def2-TZVPD basis) of an isolated molecule of C3H5NO3.

Positions of all 12 atoms, in Å:
O -1.38384 -2.16551 -1.42987
C -0.81361 -1.06981 -1.15050
C -0.90961 -0.58322 0.37292
N -0.41045 0.79326 0.47158
C 0.91104 1.16459 0.29390
O 1.31985 2.15398 0.82845
O 1.76753 0.22372 -0.31514
H -0.08942 -0.53601 -1.81941
H -1.92908 -0.62432 0.76043
H -0.31546 -1.20638 1.07541
H -0.81486 1.65455 0.77784
H 2.66790 0.19513 0.13438

Results
E_LUMO, hartree: 0.016
Orbital gap, eV: 10.254
HOMO level, eV: -9.829
2S+1: 1
SMILES: O=CCNC(=O)O

Atom-resolved charges from Mulliken, all expressed in e: -0.488 0.079 -0.356 -0.200 0.556 -0.559 -0.471 0.301 0.357 0.236 0.225 0.321

***

<b>
The following is a DFT calculation (the ωB97M-V functional and the def2-TZVPD basis) of C3H5NO3 as an isolated structure.

Positions of all 12 atoms, in Å:
C 0.39756 -1.31484 0.57284
C -0.10142 0.00184 0.17677
C 0.79730 1.03924 -0.46142
N -1.48486 0.33321 0.05443
O -2.23402 -0.63705 0.12965
O -1.81834 1.49396 -0.13560
O 0.22154 -1.54274 -0.74009
H 1.38921 -1.23810 0.89929
H -0.17869 -1.98738 1.36845
H 1.11241 0.58071 -1.30397
H 1.68343 1.28454 0.06625
H 0.21588 1.98660 -0.62660

Results
E_LUMO, hartree: -0.050
Orbital gap, eV: 9.305
HOMO level, eV: -10.671
2S+1: 1

Atom-resolved charges from Mulliken, all expressed in e: -0.484 0.606 -1.181 0.936 -0.526 -0.578 -0.437 0.311 0.255 0.411 0.344 0.344

***

We find <a> to be the most stable, with the next structure 513.0 kJ/mol higher.

***

<a>
The following is a DFT calculation (the ωB97M-V functional and the def2-TZVPD basis) of an isolated molecule of C3H5NO3.

Positions of all 12 atoms, in Å:
O 1.53517 2.02421 0.04813
C 0.69865 1.19290 -0.01786
O -0.51852 1.42271 0.01216
C -1.34540 0.34074 -0.01167
C -0.65156 -0.94124 0.04738
N 0.84363 -0.25272 -0.06527
O 2.05592 -0.96788 0.10521
H -2.07884 0.30135 -0.95396
H -1.79197 0.65208 1.05427
H -0.87107 -1.52793 1.05938
H -0.74473 -1.77538 -0.85596
H 2.86870 -0.46884 -0.42182

Results
E_LUMO, hartree: 0.025
Orbital gap, eV: 9.635
HOMO level, eV: -8.968
2S+1: 1
SMILES: O=C1OCCN1O

Atom-resolved charges from Mulliken, all expressed in e: -0.561 0.532 -0.300 -0.305 -0.288 0.073 -0.457 0.226 0.264 0.204 0.246 0.366

***

<b>
The following is a DFT calculation (the ωB97M-V functional and the def2-TZVPD basis) of an isolated molecule of C3H5NO3.

Positions of all 12 atoms, in Å:
O -2.24571 -1.47076 -0.59159
C -1.39801 -0.62592 -0.43521
N -0.89837 -0.23572 0.78292
C 0.38119 0.56798 0.80282
C 1.05423 0.39574 -0.55674
O 1.36502 1.25486 -1.31521
O 1.29674 -0.95305 -0.79376
H -1.25449 0.01913 -1.32266
H -1.59247 0.07955 1.44276
H 0.88560 0.22668 1.71012
H 0.13728 1.60673 1.08643
H 2.26900 -0.86523 -0.80987

Results
E_LUMO, hartree: 0.015
Orbital gap, eV: 10.431
HOMO level, eV: -10.020
2S+1: 1
SMILES: O=CNCC(=O)O

Atom-resolved charges from Mulliken, all expressed in e: -0.505 0.069 -0.241 -0.319 0.427 -0.473 -0.421 0.342 0.248 0.233 0.290 0.351

***

<c>
The following is a DFT calculation (the ωB97M-V functional and the def2-TZVPD basis) of an isolated molecule of C3H5NO3.

Positions of all 12 atoms, in Å:
N 0.87379 0.63106 -0.99188
C -0.29653 -0.19707 -0.99068
O -1.28053 0.39415 -0.18874
C -0.78847 0.20123 1.13161
C 0.38186 -0.76325 0.94656
O 1.29814 -1.02052 1.66333
O 0.15383 -1.34523 -0.29065
H 1.68025 0.15167 -1.36963
H 0.77088 1.58743 -1.28903
H -0.74883 -0.48413 -1.94589
H -1.55368 -0.29995 1.73272
H -0.49072 1.14461 1.59228

Results
E_LUMO, hartree: 0.030
Orbital gap, eV: 11.181
HOMO level, eV: -10.366
2S+1: 1
SMILES: N[C@@H]1OCC(=O)O1

Atom-resolved charges from Mulliken, all expressed in e: -0.506 0.314 -0.413 -0.279 0.602 -0.530 -0.406 0.204 0.188 0.321 0.245 0.258

***

We find <c> to be the most stable, with the next structure 65.1 kJ/mol higher.

***

<a>
The following is a DFT calculation (the ωB97M-V functional and the def2-TZVPD basis) of an isolated molecule of C3H5NO3.

Positions of all 12 atoms, in Å:
C -0.13227 -0.28921 0.29837
C -2.48379 -0.73225 0.14792
C 0.89858 0.81811 0.12996
N -3.66491 0.03042 0.00662
O -3.48094 1.14704 -0.44634
O -4.73079 -0.43917 0.31140
O -1.33714 -0.09314 -0.07868
H 0.26332 -1.10923 0.97946
H -2.51369 -1.48332 0.83594
H 1.79039 0.39864 -0.18931
H 0.93413 1.10225 1.19513
H 0.56521 1.69593 -0.46076

Results
E_LUMO (alpha / beta), hartree: -0.015 / -0.036
Orbital gap (alpha / beta), eV: 8.172 / 7.277
HOMO level (alpha / beta), eV: -8.581 / -8.247
2S+1: 1

Atom-resolved charges from Mulliken, all expressed in e: 0.126 -0.327 -0.957 0.999 -0.602 -0.619 -0.157 0.319 0.313 0.337 0.280 0.288

***

<b>
The following is a DFT calculation (the ωB97M-V functional and the def2-TZVPD basis) of a 2-piece molecular cluster, C3H5NO3 overall.

Positions of all 12 atoms, in Å:
C 1.11010 0.96934 0.30358
C 0.72681 -0.44255 -0.00219
C -1.43077 0.35489 -0.16671
H 2.11538 1.22086 0.38295
H 0.58650 1.58862 1.14728
H 1.12683 1.55003 -0.64141
H -0.24594 -2.68183 -0.46219
H -1.33614 1.40788 -0.53779
N -0.57434 -0.65527 -0.15477
O 1.55951 -1.38075 -0.27733
O -1.00149 -1.90733 0.47579
O -2.63645 -0.02391 -0.06721

Results
E_LUMO, hartree: -0.015
Orbital gap, eV: 9.807
HOMO level, eV: -10.210
2S+1: 1

Atom-resolved charges from Mulliken, all expressed in e: -1.231 0.920 -0.010 0.398 0.299 0.335 0.454 0.357 0.120 -0.626 -0.467 -0.549

***

We find <b> to be the most stable, with the next structure 96.5 kJ/mol higher.

***

<a>
The following is a DFT calculation (the ωB97M-V functional and the def2-TZVPD basis) of an isolated molecule of C3H5NO3.

Positions of all 12 atoms, in Å:
C -0.63146 1.38926 -0.46686
C -0.28196 0.33246 0.19515
C -1.11044 -0.94304 0.08015
O 0.85279 0.18081 1.03741
N 2.04899 -0.16308 0.33973
O 2.99373 -0.33440 1.01000
O 1.92799 -0.12267 -0.82390
H -0.10454 2.32807 -0.55813
H -1.54464 1.17531 -1.13688
H -1.85426 -0.89170 -0.66513
H -0.62308 -1.84501 0.03416
H -1.67312 -1.10599 0.95430

Results
E_LUMO, hartree: 0.022
Orbital gap, eV: 10.982
HOMO level, eV: -10.380
2S+1: 1
SMILES: C=C(C)O[N+](=O)[O-]

Atom-resolved charges from Mulliken, all expressed in e: -0.775 0.756 -1.266 -0.323 1.081 -0.567 -0.490 0.314 0.178 0.361 0.371 0.361

***

<b>
The following is a DFT calculation (the ωB97M-V functional and the def2-TZVPD basis) of an isolated molecule of C3H5NO3.

Positions of all 12 atoms, in Å:
N -1.49786 -0.82484 0.16462
C -0.57267 -0.29846 1.01652
O -0.30815 -0.77124 2.10465
C 0.12488 0.99014 0.55052
O 1.36892 0.71191 -0.12085
C 1.35593 -0.00046 -1.24536
O 0.38413 -0.39621 -1.83960
H -1.40655 -0.59647 -0.81639
H -1.75732 -1.78048 0.36832
H -0.51288 1.63059 -0.06819
H 0.43161 1.52409 1.44930
H 2.38995 -0.18856 -1.56355

Results
E_LUMO, hartree: 0.029
Orbital gap, eV: 10.865
HOMO level, eV: -10.067
2S+1: 1
SMILES: NC(=O)COC=O

Atom-resolved charges from Mulliken, all expressed in e: -0.428 0.568 -0.582 -0.445 -0.287 0.216 -0.520 0.294 0.250 0.322 0.242 0.371

***

We find <b> to be the most stable, with the next structure 539.7 kJ/mol higher.